No. 1
# C38H32Cl2F5HgN8O5S4

C38H32Cl2F5HgN8O5S4 as an isolated structure (wB97M-V/def2-TZVPD, the Open Molecules 2025 dataset).

Each line ends with the Mulliken charge.
Atoms and positions in Å:
Hg  -0.03429  0.62974  0.06056  2.562
O  3.54874  0.82749  -2.82536  -0.527
C  3.69052  2.17166  -2.93449  0.030
C  4.66104  2.65448  -3.80232  -0.588
C  4.86515  4.02142  -3.96017  -0.364
C  4.08248  4.91470  -3.23547  -0.675
C  3.11293  4.44008  -2.36795  -0.496
C  2.88596  3.06680  -2.18511  0.325
C  1.87360  2.58343  -1.25025  0.322
O  1.66079  1.27254  -1.19150  -0.965
N  1.23843  3.47334  -0.51495  -0.407
N  0.33190  2.96701  0.33365  0.044
C  -0.44764  3.86630  0.91345  -0.391
S  -1.30307  3.55361  2.40978  -0.058
C  -2.49752  4.84945  1.99814  -0.136
C  -1.68559  6.08138  1.61668  -0.675
S  -0.32024  5.59186  0.50293  -0.224
H  2.79312  0.69830  -2.18293  0.192
H  5.25223  1.92953  -4.35051  0.361
H  5.62694  4.38043  -4.64335  0.337
H  4.22444  5.98382  -3.34808  0.370
H  2.49675  5.12206  -1.79669  0.487
H  -3.14116  5.03841  2.85938  0.415
H  -3.10033  4.51299  1.15536  -0.218
H  -1.25859  6.53327  2.51264  0.266
H  -2.30533  6.82236  1.10601  0.394
Cl  -1.91555  1.65174  -2.23580  -0.189
C  -3.12559  2.14820  -1.09950  0.971
C  -3.95584  3.17770  -1.51551  -0.711
C  -5.01749  3.58755  -0.72890  -0.431
C  -5.23625  2.95729  0.48389  -0.765
C  -4.37822  1.95436  0.89812  0.281
Cl  -4.72026  1.23925  2.45244  -0.249
C  -3.28082  1.49895  0.14044  -0.681
S  -2.31491  0.19209  0.77881  -0.347
H  -3.75752  3.64245  -2.47141  0.395
H  -5.66497  4.39082  -1.05606  0.330
H  -6.05236  3.24834  1.13122  0.360
O  -0.31847  -0.49336  -4.06007  -0.764
S  -0.60947  -1.49271  -2.99679  1.076
C  -1.52583  -2.82958  -3.77732  -0.191
C  -1.53144  -2.93443  -5.15786  -0.428
C  -2.25373  -3.95898  -5.75174  -0.654
C  -2.96328  -4.85817  -4.96482  -0.375
C  -2.96278  -4.72784  -3.58192  -0.728
C  -2.24894  -3.70169  -2.97631  -0.068
C  0.93302  -2.40975  -2.78285  0.907
C  1.00187  -3.54790  -1.99031  -0.145
C  2.23327  -4.14819  -1.79242  -0.809
C  3.38100  -3.60003  -2.35689  -0.498
C  3.29640  -2.45322  -3.12895  -0.652
C  2.06211  -1.85276  -3.35269  -0.581
H  -0.97849  -2.20368  -5.73601  0.457
H  -2.26623  -4.05573  -6.83083  0.369
H  -3.52787  -5.65612  -5.43262  0.355
H  -3.53031  -5.42015  -2.97179  0.395
H  -2.24545  -3.56721  -1.89942  0.503
H  0.11794  -3.92358  -1.49290  0.111
H  2.30559  -5.02372  -1.15835  0.340
H  4.34588  -4.05364  -2.16351  0.353
H  4.18661  -1.98944  -3.53365  0.356
H  1.98046  -0.93142  -3.91361  0.581
C  -2.38659  -4.74855  3.21908  -0.991
N  -2.15707  -4.53856  1.81096  -0.173
C  -1.53521  -3.42188  1.27836  0.116
N  -0.92751  -2.61711  2.17655  0.311
O  -1.52861  -3.23893  0.06628  -0.417
H  -2.94802  -5.67235  3.35077  0.328
H  -2.95945  -3.93864  3.68504  0.300
H  -1.44216  -4.85517  3.75827  0.260
H  -2.73579  -5.01765  1.14549  0.285
H  -1.17772  -2.63600  3.14890  0.273
H  -0.52323  -1.73743  1.87885  -0.490
N  4.36182  -2.99726  3.33670  -0.492
C  3.34266  -2.35151  2.66572  0.335
N  2.43506  -1.70571  3.39336  -0.140
N  3.33167  -2.49397  1.36141  -0.779
C  2.35633  -1.86180  0.72480  0.201
N  1.51970  -1.32260  0.14006  0.059
H  4.66626  -2.56965  4.19537  0.224
H  5.11276  -3.26217  2.71976  0.293
H  2.61889  -1.54241  4.36833  0.253
H  1.68885  -1.09947  2.96597  -0.111
F  0.09748  2.73911  7.40540  -0.352
C  0.17606  2.04110  6.25177  0.547
C  -0.50580  0.85080  6.10138  0.214
F  -1.25512  0.37924  7.11913  -0.351
C  -0.41770  0.14237  4.91880  0.227
F  -1.10214  -1.02503  4.82897  -0.383
C  0.33881  0.57262  3.80935  -0.014
O  0.40912  -0.10051  2.71179  -0.327
C  1.03604  1.78550  4.02175  -0.256
F  1.81286  2.25735  3.04343  -0.333
C  0.95229  2.49849  5.19927  0.469
F  1.63209  3.64587  5.34538  -0.346

## Properties
HOMO energy (alpha / beta) = 1.30 / -1.66 eV
Total energy = -148233.232 eV
Energy above the lowest of the compared OMol25 structures with the same formula, charge and spin = 190.4 kJ/mol
Multiplicity = 2
Orbital gap (alpha / beta) = 2.587 / 5.552 eV
Net charge = -2
E_LUMO (alpha / beta) = 3.890 / 3.888 eV


No. 2
# C24H33N6O7P

A 4-piece molecular cluster, C24H33N6O7P overall in a non-equilibrium geometry (wB97M-V/def2-TZVPD, the Open Molecules 2025 dataset).

Each line ends with the Mulliken charge.
Atoms and positions in Å:
C  6.60854  -3.66321  -3.04152  -0.738
N  6.13757  -4.24099  -1.73968  0.194
C  7.01208  -4.68732  -0.59725  -1.052
P  4.62568  -5.03802  -1.79813  0.431
O  4.75322  -6.51578  -2.03396  -0.801
N  3.81166  -4.63088  -0.33576  0.219
C  2.60433  -5.33934  0.09631  -1.022
C  4.18141  -3.38906  0.54228  -1.202
N  3.59950  -4.15264  -3.04149  0.273
C  2.94693  -4.84645  -4.15084  -1.170
C  3.25788  -2.68935  -2.97840  -0.881
H  5.91355  -2.92017  -3.43265  0.090
H  6.64657  -4.55132  -3.67233  0.311
H  7.55809  -3.18613  -2.79896  0.340
H  6.49775  -5.09238  0.27424  0.331
H  7.64710  -3.83827  -0.34439  0.357
H  7.55234  -5.55529  -0.97522  0.360
H  1.82484  -4.59650  0.26555  0.346
H  2.28588  -5.97315  -0.73133  0.286
H  2.66469  -5.92752  1.01201  0.305
H  3.34953  -2.71392  0.34166  0.429
H  4.16823  -3.63795  1.60341  0.335
H  4.98821  -2.75580  0.17329  0.373
H  3.61807  -5.57508  -4.60558  0.288
H  1.95863  -5.17494  -3.82918  0.328
H  2.80204  -4.18687  -5.00645  0.468
H  3.95878  -2.03810  -3.50061  0.183
H  3.28453  -2.48636  -1.90781  0.126
H  2.22403  -2.74060  -3.31988  0.491
O  -6.64177  2.15044  -0.96449  -0.583
N  -6.89566  1.19427  -0.17815  0.930
O  -6.09509  0.50157  0.39321  -0.570
C  -8.34033  0.82804  -0.05899  0.313
C  -9.28813  1.59046  -0.73256  -0.462
C  -10.57345  1.08206  -0.77254  -0.149
C  -11.00890  -0.00059  -0.07605  -0.625
C  -10.04701  -0.60279  0.73021  -0.266
C  -8.74326  -0.26591  0.68144  -0.434
H  -8.92956  2.28624  -1.47668  0.385
H  -11.21435  1.48488  -1.54285  0.330
H  -12.00090  -0.42703  -0.09858  0.390
H  -10.31525  -1.47950  1.30102  0.334
H  -8.02853  -0.82172  1.27020  0.407
O  5.11691  2.28108  -0.55684  -0.548
N  4.38894  2.50092  -1.54333  0.911
O  4.88436  3.08285  -2.49153  -0.560
C  2.90491  2.26946  -1.46202  0.111
C  1.91487  2.83020  -2.25744  -0.313
C  0.55835  2.45587  -2.11969  -0.479
C  0.17944  1.83321  -0.97641  -0.311
C  1.06200  1.34498  -0.10527  -0.568
C  2.40970  1.59282  -0.27859  -0.201
H  2.18907  3.38780  -3.14078  0.373
H  -0.23846  2.70744  -2.80394  0.397
H  -0.84551  1.58776  -0.74053  0.371
H  0.62479  0.77960  0.70442  0.392
H  3.10597  1.08361  0.37126  0.425
O  -2.64643  8.99436  5.79793  -0.581
N  -2.78546  7.82584  6.20459  0.920
O  -3.00877  7.53571  7.34645  -0.547
C  -2.40875  6.71842  5.30212  -0.025
C  -1.72420  6.96324  4.11222  -0.064
C  -0.98922  5.97350  3.50903  -0.517
C  -1.24135  4.68333  4.02483  -0.260
C  -2.17382  4.31206  4.95181  -0.518
C  -2.76416  5.35812  5.68497  -0.274
H  -1.73159  7.93624  3.64358  0.404
H  -0.51260  6.25061  2.58036  0.360
H  -0.83900  3.88068  3.42460  0.337
H  -2.46112  3.33111  5.30049  0.369
H  -3.32836  5.12218  6.57515  0.395

## Properties
HOMO energy = -8.21 eV
Total energy = -57974.192 eV
Orbital gap = 7.359 eV
Net charge = 0
SMILES = CN(C)P(=O)(N(C)C)N(C)C.O=[N+]([O-])c1ccccc1.O=[N+]([O-])c1ccccc1.O=[N+]([O-])c1ccccc1
E_LUMO = -0.855 eV


No. 3
# C10H30AgO10

C10H30AgO10 as an isolated structure in a non-equilibrium geometry (wB97M-V/def2-TZVPD, the Open Molecules 2025 dataset).

Each line ends with the Mulliken charge.
Atoms and positions in Å:
Ag  -0.16086  -0.01753  0.31875  0.741
C  2.15599  3.42698  -1.31184  -0.908
C  1.35643  2.33844  -1.98459  -0.256
O  0.30109  1.91386  -1.09671  -0.160
O  1.52990  4.69534  -1.30766  -0.491
H  2.98892  3.59004  -1.99576  0.369
H  2.53019  3.12347  -0.33411  0.492
H  2.05153  1.50565  -2.09138  0.277
H  0.96332  2.63537  -2.95690  0.265
H  0.00401  2.70175  -0.63564  0.176
H  0.76981  4.67724  -0.72154  0.343
C  -2.67066  0.65458  3.03594  -0.563
C  -3.70049  -0.45020  2.48303  -0.271
O  -4.32866  0.04353  1.30854  -0.561
O  -1.75030  1.05906  2.06953  -0.265
H  -2.11434  0.23704  3.87515  0.346
H  -3.22160  1.52256  3.39810  0.407
H  -4.43750  -0.74058  3.23175  0.466
H  -3.11177  -1.34249  2.27011  0.040
H  -5.20456  -0.33839  1.21607  0.293
H  -1.38205  1.90213  2.34379  0.222
C  4.32959  0.84970  0.49222  -0.522
C  3.24481  0.04394  1.24995  0.035
O  2.01837  0.73941  1.26169  -0.177
O  4.81546  1.91798  1.22611  -0.530
H  3.95091  1.26022  -0.44383  0.110
H  5.19172  0.23941  0.22319  0.442
H  3.55797  -0.08112  2.28648  0.396
H  3.12110  -0.92174  0.75981  -0.159
H  1.93309  1.28196  2.04908  0.171
H  5.28299  1.61362  2.00738  0.330
C  1.03608  -2.90460  -0.12065  -0.556
C  -0.23175  -3.13902  0.77074  -0.399
O  -0.37201  -2.04123  1.67611  -0.565
O  0.88795  -1.81132  -0.99939  -0.475
H  1.19859  -3.77949  -0.75013  0.377
H  1.99195  -2.73671  0.37556  0.364
H  -0.03952  -4.05519  1.32912  0.472
H  -1.11098  -3.22227  0.13191  0.223
H  -0.83733  -2.30868  2.47209  0.260
H  1.71819  -1.76590  -1.47922  0.237
C  -2.15387  -1.79902  -2.97927  -0.414
C  -2.41156  -0.51162  -2.17505  -0.283
O  -2.28389  -0.57988  -0.76980  -0.369
O  -2.50367  -1.69437  -4.35408  -0.536
H  -2.70784  -2.61554  -2.51612  0.303
H  -1.12695  -2.15728  -2.90736  0.172
H  -3.46554  -0.28091  -2.32995  0.386
H  -1.87563  0.36076  -2.54901  0.237
H  -3.13697  -0.45502  -0.34758  0.187
H  -2.58965  -2.58392  -4.70466  0.323

## Properties
HOMO energy = -12.38 eV
Total energy = -35321.973 eV
Energy above the lowest of the compared OMol25 structures with the same formula, charge and spin = 91.3 kJ/mol
Orbital gap = 9.751 eV
Net charge = +1
E_LUMO = -2.633 eV


No. 4
# C12H20O4

One molecule with the formula C12H20O4 (wB97M-V/def2-TZVPD, the Open Molecules 2025 dataset).

Each line ends with the Mulliken charge.
Atoms and positions in Å:
C  4.14432  1.40493  -0.32127  -1.211
C  2.74953  1.45870  -0.93418  -0.428
C  1.63948  1.64576  0.10163  -0.369
C  1.51438  0.47811  1.07791  -0.862
O  1.18735  -0.72879  0.38883  -0.174
C  2.09123  -1.70730  0.37935  0.834
O  3.18684  -1.63930  0.87913  -0.583
C  1.60244  -2.91205  -0.33744  -0.674
C  0.32062  -3.21119  -0.50560  -0.606
C  -0.81152  -2.39183  0.02720  0.843
O  -1.09306  -2.28808  1.19076  -0.572
O  -1.50566  -1.86351  -0.98057  -0.338
C  -2.62375  -1.04058  -0.63998  -0.701
C  -2.17865  0.39842  -0.39485  0.206
C  -3.35166  1.35841  -0.20557  -0.601
C  -4.14815  1.08496  1.06502  -1.199
H  4.89623  1.39892  -1.10691  0.369
H  4.27579  0.50489  0.27345  0.285
H  4.31695  2.27265  0.31223  0.307
H  2.69770  2.29235  -1.63866  0.430
H  2.56387  0.54125  -1.49775  0.214
H  1.82928  2.54765  0.68662  0.435
H  0.68648  1.76911  -0.41679  0.147
H  0.69821  0.65867  1.78403  0.312
H  2.44413  0.32743  1.63292  0.521
H  2.38792  -3.56567  -0.68947  0.449
H  0.02012  -4.10362  -1.03730  0.386
H  -3.10594  -1.45480  0.25011  0.454
H  -3.29854  -1.10159  -1.49690  0.314
H  -1.58120  0.71639  -1.25264  0.313
H  -1.53924  0.41567  0.48923  -0.166
H  -2.95587  2.37544  -0.16300  0.312
H  -4.01343  1.29768  -1.07250  0.339
H  -4.65922  0.12781  1.00914  0.326
H  -4.89678  1.85970  1.21324  0.385
H  -3.49019  1.07340  1.93058  0.303

## Properties
HOMO energy = -10.37 eV
Total energy = -20958.507 eV
Energy above the lowest of the compared OMol25 structures with the same formula, charge and spin = 5.3 kJ/mol
Orbital gap = 10.868 eV
Net charge = 0
SMILES = CCCCOC(=O)/C=C\C(=O)OCCCC
E_LUMO = 0.494 eV


No. 5
# C3H12N2OS2

A 2-piece molecular cluster, C3H12N2OS2 overall in a non-equilibrium geometry (wB97M-V/def2-TZVPD, the Open Molecules 2025 dataset).

Each line ends with the Mulliken charge.
Atoms and positions in Å:
N  -0.93858  -2.73924  -0.66486  -0.570
C  -0.07524  -1.62237  -0.93004  -0.684
C  -0.53672  -0.33524  -0.20560  0.050
N  -1.30465  0.50988  -1.10420  -0.528
C  0.70158  0.43356  0.28862  -0.694
S  0.69213  0.43001  2.11452  -0.041
S  2.50378  0.91271  2.79457  -0.251
H  -0.78173  -3.26435  0.17864  0.186
H  -1.09409  -3.30232  -1.48227  0.197
H  0.98891  -1.78611  -0.72454  0.263
H  -0.02804  -1.43120  -2.00465  0.462
H  -1.21678  -0.60540  0.59861  0.501
H  -1.02872  0.47602  -2.06962  0.142
H  -2.25349  0.75028  -0.89763  0.179
H  1.68350  0.09507  -0.04093  0.494
H  0.62712  1.45624  -0.06623  0.192
H  3.37417  -0.09264  2.57060  0.123
O  -0.45524  3.33666  0.97967  -0.636
H  0.17389  3.74867  0.40732  0.309
H  -1.03179  3.02976  0.25805  0.304

## Properties
HOMO energy = -8.43 eV
Total energy = -30003.012 eV
Energy above the lowest of the compared OMol25 structures with the same formula, charge and spin = 63.0 kJ/mol
Orbital gap = 9.163 eV
Net charge = 0
SMILES = NC[C@H](N)CSS.O
E_LUMO = 0.728 eV